Run w
Below is one molecule with the formula C16H14N6O, with properties calculated with the ωB97M-V functional and the def2-TZVPD basis.

Each line ends with the natural charge from an NBO analysis.
Positions of all 37 atoms, in Å:
N 0.238 -3.835 -0.372  -0.28
C -0.483 -3.040 0.063  0.29
C -1.285 -1.940 0.576  -0.49
C -2.232 -2.574 1.586  0.68
O -3.151 -3.283 1.308  -0.47
N -2.079 -2.171 2.949  -0.47
C -1.174 -1.396 3.413  0.21
C -1.068 -1.057 4.851  0.08
N -0.155 -0.270 5.379  -0.38
C 0.558 0.481 4.507  0.00
C 0.395 0.376 3.086  -0.23
C -0.347 -0.632 2.570  -0.13
C -0.470 -0.795 1.207  0.38
N -0.092 0.252 0.336  -0.51
C -0.706 1.572 0.265  -0.20
C 0.342 2.320 -0.501  -0.43
C 1.174 1.491 -1.260  -0.02
N 2.497 1.999 -1.740  -0.23
C 2.638 2.474 -3.070  -0.03
C 3.619 3.436 -3.051  -0.35
C 4.112 3.466 -1.692  -0.02
N 3.534 2.610 -0.915  -0.26
C 1.228 0.268 -0.335  -0.21
H -1.879 -1.597 -0.260  0.30
H -1.833 -1.693 5.470  0.21
H 1.424 1.029 4.928  0.21
H 0.974 1.091 2.477  0.23
H -1.478 1.641 -0.485  0.19
H -1.001 2.093 1.212  0.21
H 0.046 3.120 -1.155  0.22
H 0.971 2.811 0.278  0.21
H 0.593 1.178 -2.115  0.20
H 2.161 2.221 -4.054  0.24
H 3.980 4.002 -3.909  0.23
H 4.965 4.074 -1.371  0.21
H 1.455 -0.606 -0.840  0.21
H 2.113 0.466 0.243  0.19

Computed properties:
frontier orbital gap: 0.2303 Ha
highest occupied orbital energy: -8.6 eV
molecular weight: 306.3 g/mol
SMILES: N#C[C@H]1C(=O)N=c2cnccc2=C1N1CC[C@@H](n2cccn2)C1



Run x
Below is one molecule with the formula C16H14N6O, with properties calculated with the ωB97M-V functional and the def2-TZVPD basis.

Each line ends with the natural charge from an NBO analysis.
Positions of all 37 atoms, in Å:
N 2.237 3.962 -0.374  -0.27
C 2.064 2.868 0.117  0.27
C 1.610 1.703 0.910  -0.49
C 2.655 1.410 2.006  0.65
O 2.562 2.038 3.094  -0.51
N 3.659 0.508 1.841  -0.47
C 3.552 -0.406 0.912  0.20
C 4.520 -1.454 0.940  0.05
N 4.411 -2.577 0.227  -0.37
C 3.436 -2.702 -0.637  -0.02
C 2.461 -1.651 -0.721  -0.19
C 2.450 -0.488 0.022  -0.15
C 1.415 0.473 -0.067  0.42
N 0.340 0.161 -0.890  -0.46
C -0.292 1.220 -1.744  -0.23
C -1.689 1.499 -1.169  -0.44
C -1.853 0.460 -0.007  -0.03
N -3.184 -0.072 0.001  -0.19
C -3.543 -1.409 0.191  -0.04
C -4.906 -1.465 0.404  -0.34
C -5.333 -0.139 0.324  -0.05
N -4.325 0.702 0.118  -0.26
C -0.765 -0.589 -0.308  -0.22
H 0.698 1.948 1.395  0.29
H 5.387 -1.232 1.598  0.22
H 3.261 -3.633 -1.172  0.21
H 1.592 -1.925 -1.361  0.22
H 0.236 2.143 -1.851  0.24
H -0.343 0.678 -2.656  0.21
H -2.382 1.436 -1.997  0.24
H -1.873 2.528 -0.833  0.23
H -1.576 0.887 0.975  0.20
H -2.905 -2.204 0.190  0.21
H -5.590 -2.313 0.401  0.23
H -6.306 0.089 0.683  0.21
H -0.552 -1.209 0.561  0.23
H -1.127 -1.246 -1.127  0.21

Computed properties:
frontier orbital gap: 0.2203 Ha
highest occupied orbital energy: -8.5 eV
molecular weight: 306.3 g/mol
SMILES: N#C[C@@H]1C(=O)N=c2cnccc2=C1N1CC[C@@H](n2cccn2)C1



Compare the structures above. Which one is the least stable? run w is.